Entry from the OMol25 dataset: 14 unconnected molecules or ions with the total composition C76H184N4O34 in a non-equilibrium geometry (the ωB97M-V functional and the def2-TZVPD basis).

total charge: 0
HOMO: -8.199 eV
electronic energy: -5782.32555 Eh
frontier orbital gap: 8.37 eV
LUMO energy: 0.0064 Eh

The geometry in XYZ format:
```
298
Properties=species:S:1:pos:R:3:forces:R:3
O -4.21924 -0.30539 7.12289 0.43 1.05 2.42
O 0.70543 -1.19459 -5.65417 0.49 1.22 -1.66
O 1.19584 -7.05690 -4.84387 1.09 0.23 0.70
O 4.16182 3.36109 -2.35840 -0.23 -2.22 -0.45
O 2.60143 -9.29166 2.61008 -0.37 0.14 -1.14
O -0.99941 7.91019 -2.31361 -0.24 0.64 -0.22
O 5.05666 7.02954 5.09442 -0.63 -1.16 1.70
O 12.61925 -3.98150 1.12734 -0.57 -0.61 -1.34
O 3.46839 -6.17842 2.99213 0.92 -1.41 0.23
O -0.70421 2.03529 0.68497 -0.92 -0.47 -0.79
O 2.96226 3.72560 5.00211 -0.17 -0.02 1.14
O -2.27850 -5.93303 -0.86734 1.09 0.46 -0.72
O 8.36432 -1.81517 -3.74709 2.64 -1.85 -0.25
O -3.48837 -3.84094 -2.49834 0.94 -1.13 0.23
O -3.97579 4.66019 1.98064 0.02 0.10 1.80
O -4.13172 -9.17607 -6.47097 -0.31 0.44 0.89
O 6.96533 -1.16192 0.07817 0.38 2.52 -1.28
O -5.18455 -0.93849 -3.93225 0.33 0.30 -1.43
O -6.99038 -0.61710 2.77231 -0.69 -0.52 -1.16
O -2.48240 6.00928 -3.84047 -0.87 -1.51 0.57
O -5.93999 -3.24136 3.22690 0.22 0.07 -2.13
O -1.64892 -0.64339 -0.49842 -0.46 1.65 -0.85
O -1.48577 9.75562 -4.74464 -0.04 -0.84 1.39
O 4.03155 7.77167 2.20473 -0.34 -0.21 -0.13
O -3.18562 -2.85338 2.72941 -0.05 -1.38 0.53
O 10.59558 -2.86059 -1.07484 -0.73 0.09 0.17
O -5.89385 3.89488 -0.98725 1.75 -0.58 -2.02
O -1.54198 5.70120 4.39548 2.59 -0.99 0.48
O 1.57246 -3.98155 2.78509 -1.35 -1.93 -3.29
O 1.78410 6.15952 0.64695 0.64 2.22 -0.20
O -1.33488 -7.60403 -6.01694 0.60 -1.20 -0.37
O 0.86197 -2.35985 -1.00807 -0.88 -0.94 0.63
O -7.49051 4.26546 3.12138 1.38 -0.69 -1.07
O 5.99048 1.35073 -1.37479 0.62 -0.21 -0.76
N 1.93055 -1.28607 -8.38463 -0.27 -1.91 -0.94
N 4.23181 2.86335 2.70493 -0.77 -0.96 0.61
N -11.10442 3.34423 2.91568 0.90 -0.03 -0.39
N -4.15981 -0.31656 3.44151 0.43 -0.27 -1.15
C -3.77289 -2.85626 -3.42919 -0.47 0.77 -1.37
C 1.96923 -6.84261 -3.63503 -0.16 0.02 -0.50
C -8.80927 4.02958 3.54813 -0.16 1.27 0.30
C -1.70117 5.63197 -2.66388 -0.21 1.25 -1.59
C 2.38622 -6.22656 2.11818 0.00 1.97 -0.71
C -4.33234 -0.74683 5.82239 1.95 0.33 -1.44
C 3.66062 -7.35352 3.78197 0.36 0.32 0.82
C 5.04942 3.27781 -3.48903 0.35 1.55 0.54
C 2.15998 -4.78185 1.68231 -1.99 0.73 1.70
C -5.36703 -3.30950 1.85247 0.12 0.06 2.53
C 11.03341 -4.17595 -0.87885 1.35 -1.40 -0.51
C -5.57166 0.35949 -3.50881 0.57 -0.69 1.55
C -2.22274 -7.12402 -0.12387 -0.23 -0.03 0.16
C -7.85598 -1.71463 2.51990 1.06 -1.43 1.16
C -0.51635 6.62745 -2.59992 -0.17 -0.50 0.01
C -0.34170 -2.73344 -0.33183 -1.79 -0.38 -1.17
C -1.82270 1.18795 1.17421 1.24 -0.31 -0.70
C 1.94927 -0.16810 -7.53031 1.49 -1.05 2.48
C 6.91453 -2.13535 1.04807 -0.80 0.12 1.15
C -2.78697 -6.09572 -2.18801 0.16 -0.17 -0.01
C -4.00631 -3.88706 2.13095 1.38 0.67 -0.74
C -2.60023 4.83421 2.38698 -1.30 -0.48 -0.60
C -1.58883 -1.98406 -0.92535 1.41 0.39 1.06
C -3.68624 0.17807 4.71597 -1.68 -0.29 -0.28
C 0.79923 -8.39155 -5.03699 -1.85 0.28 0.96
C -4.29155 1.54863 4.86164 0.13 0.91 1.39
C -3.63841 5.13467 -4.02590 -0.02 0.74 0.26
C -7.32365 -2.98326 3.30599 0.11 1.07 -0.16
C -10.00582 5.08574 1.60295 0.90 0.11 -0.66
C -7.14528 3.40523 -1.35678 -0.17 -0.80 1.50
C 3.61157 6.78132 3.17803 -0.23 0.33 -0.69
C 0.86848 0.72909 -7.87914 -1.50 1.16 -0.67
C -2.96555 -9.03611 -7.22930 -0.81 -0.20 -1.13
C -2.63282 5.00886 3.87630 -0.39 0.49 0.89
C 3.76744 -8.71247 3.11660 0.32 0.87 -0.61
C -1.73702 9.31492 -6.04246 1.18 -0.52 -1.01
C 2.37102 -3.45078 3.72874 0.41 0.48 1.51
C 12.55083 -2.57517 1.12160 0.25 0.78 0.88
C 1.96386 -0.63737 -6.04840 -0.07 0.19 0.00
C 3.77619 2.04741 -1.84639 1.35 0.89 1.08
C -0.17368 8.99672 -2.72198 -1.10 0.33 0.04
C 2.53337 7.30387 0.15154 0.41 -0.23 2.73
C 1.52513 -1.32722 -0.34478 0.55 0.14 0.28
C 2.74879 0.87695 2.70934 0.33 -1.05 -1.06
C -0.82853 2.42645 -0.73350 -1.21 -0.88 1.08
C -4.73856 -1.78033 -2.90888 0.16 -0.70 0.98
C 2.95084 2.25853 3.22878 0.16 1.07 -0.87
C 3.78378 7.33713 4.59053 0.03 -0.59 -0.86
C 1.58695 -9.65856 3.48669 -0.30 -0.53 0.94
C -2.25704 -7.72807 -7.11722 0.16 0.89 1.38
C -6.52839 4.25074 4.21120 -1.39 0.04 -0.82
C 3.14293 3.93846 6.38618 -0.36 -0.05 0.71
C -3.93446 -9.42375 -5.08522 0.07 0.40 -0.20
C 10.17664 -2.57288 -2.40813 -0.79 0.52 0.03
C 7.15441 -1.25500 -4.02840 -0.67 1.14 1.36
C 0.70631 -1.76236 -4.41786 0.08 -1.67 1.59
C 8.74724 -1.95439 -2.38229 0.11 -0.79 -0.84
C 3.95155 7.41713 0.82945 -0.38 -0.47 -0.95
C -9.79423 3.84485 2.38411 0.06 -1.17 1.87
C -2.55109 -4.83216 -3.03989 -1.73 -0.44 1.18
C 11.44083 -4.62923 0.54415 0.30 1.68 0.94
C -1.74087 -0.34114 0.87724 0.83 0.43 -0.66
C -4.16064 4.37060 0.64427 0.64 -1.02 -0.75
C -2.87234 -0.06207 7.56280 0.07 0.49 -0.54
C 2.87188 2.33823 4.73656 0.35 0.84 -1.49
C 2.26374 4.92349 0.27889 -1.04 -1.44 -0.38
C -0.20944 -8.52465 -6.14481 -0.36 1.73 -0.47
C 6.15654 7.70656 4.67780 1.16 1.43 -1.64
C -0.19688 9.34373 -4.22982 -0.38 0.57 -0.12
C -7.49667 0.56045 2.16897 -0.18 1.05 1.15
C 4.77551 1.61610 -0.74657 -1.17 -0.42 -0.93
C -0.26383 4.98659 4.24445 -0.42 1.43 -0.83
C -1.96221 -3.33420 3.29828 0.06 0.83 -0.42
C 7.11742 1.22799 -0.56853 0.38 -0.14 0.30
C -5.63360 4.02089 0.37150 -0.11 2.52 0.62
C 7.06715 0.21715 0.58442 0.58 -0.51 -1.42
H 8.63702 -1.03922 -1.80056 0.41 0.27 -0.18
H -6.21548 4.90605 0.62840 -0.26 0.05 0.95
H -3.46308 -4.13733 1.21970 -0.31 -0.36 -0.47
H 0.28208 -8.68185 -4.12245 -0.04 -0.40 0.35
H -2.76697 1.64316 0.87547 -0.07 -0.21 -0.15
H -1.82867 2.80634 -0.94211 -0.35 0.26 0.35
H -1.03022 9.81902 -6.70156 -0.19 0.44 -0.54
H 6.70193 -3.13265 0.66299 0.03 0.21 -0.52
H -2.58687 -0.84144 1.34849 -0.09 0.05 0.13
H 3.25709 4.61514 0.60488 0.23 0.38 0.00
H -0.16292 3.24309 -1.01307 0.48 -0.44 0.40
H -0.55761 9.81198 -2.10875 -0.19 0.31 -0.40
H 0.16737 6.35761 -1.79505 0.20 -0.45 0.14
H -7.92524 -1.95727 1.45951 0.25 0.15 -0.30
H 2.62078 7.37733 -0.93247 -0.05 -0.37 -0.14
H -5.35640 -0.74181 5.44908 -0.27 -0.27 0.83
H -11.63952 4.13782 3.23815 -0.06 0.24 0.30
H 6.43692 -1.59722 -3.28262 -0.56 0.07 -0.02
H -3.34381 -8.98437 -8.25025 -0.06 -0.46 -0.23
H -3.91225 -1.75262 5.82064 -0.03 -0.36 -0.69
H -8.90231 3.22100 4.27313 0.11 -0.27 -0.03
H -2.04804 3.92379 2.15389 0.23 -0.02 -0.37
H 10.41633 -4.95389 -1.32843 -1.31 0.09 0.48
H -2.68330 0.06707 8.62849 -1.19 -0.66 0.36
H 3.00183 -4.24858 1.24071 0.36 -0.28 0.19
H -0.13711 0.31028 -7.84061 0.07 -0.53 0.58
H -0.17577 3.96650 4.61829 -0.66 -0.03 0.36
H 1.02622 -0.37831 -0.54165 0.21 0.29 0.16
H 0.86009 1.59786 -7.22091 0.03 0.40 -0.56
H 2.58454 0.85123 1.63209 0.12 0.38 -0.18
H -2.16774 5.69046 1.86940 0.14 0.16 0.00
H -5.91548 3.21780 1.05245 -0.16 -0.46 -0.36
H -5.95270 -3.94781 1.19091 -0.11 0.05 -0.01
H 4.37771 3.67451 3.28875 -0.04 0.53 -0.05
H -2.99332 -6.94747 -6.92577 -0.30 -0.13 0.24
H -2.05052 -4.30379 3.78838 -0.16 0.02 0.00
H 4.09946 3.58273 6.76909 0.57 0.41 -0.39
H -4.67739 0.82828 -3.09818 0.01 0.53 -0.07
H 4.52104 8.14041 0.24580 -0.15 0.59 0.33
H -2.75537 9.41819 -6.41714 -0.05 0.55 0.64
H -8.87912 -1.54366 2.85465 -0.15 0.28 0.22
H 0.75166 -10.16050 2.99837 0.42 -0.09 -0.69
H 5.29520 4.33287 -3.60960 -0.25 0.11 -0.73
H -2.60827 0.31774 4.63498 0.20 -0.56 0.47
H -6.81253 5.10761 4.82205 0.07 -0.37 0.84
H -7.88809 4.01802 -0.84608 -0.58 -0.02 -0.29
H -1.89830 -7.41721 -8.09843 1.03 -0.29 -0.03
H -3.83534 2.06037 5.70904 0.49 0.37 -0.08
H -0.35079 -2.67756 0.75670 0.68 0.48 0.07
H -2.55354 -2.44189 -0.70668 0.20 -0.60 -0.06
H -5.49228 4.41050 3.91277 -0.35 -0.10 -0.75
H 4.95953 2.24449 3.03286 0.52 -0.37 -0.14
H -4.26179 -3.27604 -4.30831 -0.08 -0.32 -0.31
H 0.05065 6.67860 -3.52943 -0.08 -0.50 -0.26
H 3.77109 1.84929 5.11133 -0.14 -0.45 0.57
H 10.69364 -4.44632 1.31639 -0.81 0.21 -0.40
H 2.32938 0.16092 -5.40247 -0.61 0.51 0.39
H 6.04535 2.86135 -3.33808 -0.30 -0.70 0.62
H -6.74902 1.35194 2.22054 0.25 -0.23 0.04
H 4.84264 2.33899 0.06647 0.03 0.17 0.04
H 6.05221 -1.81313 1.63175 0.01 -0.69 1.05
H 6.13737 8.76402 4.94145 -0.10 0.29 0.26
H 3.74791 1.25438 -2.59366 0.13 0.22 -0.43
H 1.54390 4.25085 0.74524 0.14 -0.45 0.10
H 0.26472 8.55454 -4.82329 -0.43 -0.45 -0.09
H 1.51113 -9.18551 -5.26266 0.98 0.43 0.13
H 4.63089 2.84538 -4.39785 -0.41 0.01 0.12
H -4.86665 -9.17411 -4.57846 -0.19 -0.71 -0.12
H 4.51341 6.51396 0.59132 -0.02 -0.56 0.44
H -3.57780 -10.44788 -4.97536 -0.31 -0.21 0.42
H -0.14611 -2.42801 -4.28224 -0.65 0.51 -0.20
H -5.24029 -2.28874 1.49181 -0.28 0.00 -0.32
H -2.79134 -4.99759 -4.09014 -0.27 -0.33 -0.05
H -1.49451 -4.56435 -3.04474 0.05 0.54 0.52
H -2.75333 4.04231 4.36556 0.01 -0.28 0.05
H 2.74613 -1.38454 -5.91459 0.10 -0.51 -0.23
H -2.82809 -2.44882 -3.78899 0.04 0.65 -0.07
H 2.11552 4.77998 -0.79141 0.52 -0.12 -0.38
H 1.48514 -2.51280 -4.28234 0.83 0.12 -0.11
H -3.22132 -8.76571 -4.58872 0.44 0.22 -0.41
H -3.83416 -6.38461 -2.09843 -0.46 0.55 -0.26
H -2.35054 -6.98045 -2.65157 0.61 0.04 -0.26
H -0.00853 4.97441 3.18484 -0.04 -0.24 -0.25
H -10.47437 5.84742 2.22617 -0.32 -0.04 -0.16
H 2.80616 -7.54038 -3.60735 0.25 0.21 -0.04
H 11.86170 -2.15348 1.85330 -0.82 -0.40 0.17
H 2.94203 4.97717 6.64850 0.39 0.02 -0.27
H -1.76098 1.19702 2.26243 0.00 0.43 0.06
H 1.90725 0.28957 3.07663 -0.04 0.34 0.59
H -4.20529 2.15804 3.96204 -0.03 -0.12 0.01
H 2.93973 0.26029 -7.68389 0.00 0.70 0.12
H 4.42130 -8.53886 2.26196 -0.10 -0.16 -0.36
H 4.36959 0.66994 -0.38865 -0.13 -0.21 0.63
H 3.09914 -2.78488 3.26556 0.47 0.16 0.41
H -0.55310 -3.78844 -0.50616 0.31 -0.23 -0.39
H -1.15211 -3.34336 2.56907 -0.10 -0.52 -0.38
H -11.58700 3.06775 2.07260 -0.42 -0.35 -0.01
H -3.44344 5.64478 4.23210 -0.51 -0.17 -0.57
H -7.33858 3.28302 -2.42252 0.55 0.76 -0.07
H 1.98698 -10.37525 4.20392 -0.08 -0.02 0.42
H 1.09951 -1.79529 -8.11974 -0.53 -0.33 -0.37
H 0.52640 5.59886 4.67891 -0.30 0.02 0.38
H -4.31115 5.10525 -3.16878 0.15 0.41 0.46
H -1.43680 4.58487 -2.81154 0.54 -0.03 0.30
H -4.25003 5.49790 -4.85180 0.38 0.34 -0.09
H -3.47207 4.07703 -4.23041 0.97 -0.10 -0.13
H -9.38712 3.00024 1.82825 0.02 0.16 -0.55
H -3.66430 5.18442 0.11565 -0.71 0.18 -0.92
H -1.60059 -2.57793 3.99498 -0.39 -0.03 0.39
H -7.90421 -3.84443 2.97518 -0.19 -0.17 -0.13
H -1.36012 -7.17490 0.54051 -0.07 0.77 0.32
H 8.03354 0.37885 1.06196 0.12 -0.37 0.44
H 2.96125 -7.33375 4.61779 -0.45 -0.16 0.00
H 6.23930 7.68926 3.59109 0.04 0.00 -0.34
H -7.19330 2.38817 -0.96770 -0.51 -0.33 0.23
H 0.45024 10.19799 -4.42878 0.39 0.19 0.45
H 8.05577 -2.65149 -1.90896 -0.02 -0.28 0.22
H 7.36322 -0.20076 -3.84650 -1.13 0.64 -0.47
H 2.79543 2.07275 -1.37145 -0.17 0.50 -0.15
H -1.48447 8.26834 -6.21270 -0.09 -0.45 0.48
H 4.21184 5.87558 3.09197 0.24 -0.08 -0.11
H 2.56511 -6.70776 1.15665 0.23 -0.94 0.17
H 6.28543 0.55919 1.26267 -0.38 -0.74 0.25
H 0.76527 -1.08921 -3.56259 -0.05 0.39 -0.06
H 3.51460 8.39324 4.57408 0.30 0.30 0.20
H -9.03452 5.48461 1.31039 -0.01 0.13 -0.33
H -6.24368 0.21168 -2.66345 -0.40 0.35 0.15
H 0.27167 -8.22918 -7.07719 0.16 -0.40 -0.33
H 2.57034 -1.33776 -0.65387 -0.03 0.27 -0.41
H 2.20828 2.92582 2.79127 -0.47 -0.05 0.28
H -5.62303 -2.24530 -2.47344 -0.12 -0.50 0.15
H -4.06605 -4.79062 2.73767 -0.07 0.13 0.35
H 3.66010 0.29687 2.85466 0.10 -0.27 0.24
H -2.36152 -9.94003 -7.15068 0.40 0.05 0.07
H 12.29793 -2.08903 0.17937 0.33 -0.39 -0.15
H -7.42592 -2.88030 4.38628 -0.61 0.27 -0.04
H -0.80387 1.53480 -1.35997 0.73 0.04 -0.11
H 7.83189 -2.20631 1.63246 0.09 0.13 0.28
H -2.29855 5.74017 -1.75861 -0.14 0.00 0.09
H 7.37220 2.19922 -0.14437 -0.20 0.30 0.57
H -0.48968 -9.57801 -6.14795 -0.29 -0.01 -0.22
H 10.88195 -1.91999 -2.92230 0.11 0.47 0.37
H 1.95161 8.13087 0.55864 -0.06 0.23 -0.41
H 1.33714 -4.77583 0.96748 0.12 -0.02 -0.26
H 1.92138 1.92042 5.06834 0.08 -0.15 0.46
H 4.63409 -7.23513 4.25783 0.13 0.28 -0.04
H -2.04836 -8.02665 -0.70950 -0.56 -0.05 -0.53
H 1.08060 -8.84782 4.01055 0.41 0.46 0.21
H -7.87604 0.54092 1.14731 0.23 -0.80 -0.24
H 1.57478 -1.53529 0.72402 -0.24 0.17 0.33
H -3.16273 -7.14167 0.42767 0.06 -0.76 0.32
H -3.60539 3.46451 0.40178 0.35 -0.21 -0.27
H 7.10325 7.30347 5.03749 -0.36 -0.40 0.47
H -1.38354 -1.88241 -1.99101 -0.39 -0.37 -0.12
H 1.50106 -6.60687 2.62804 -0.22 -0.11 -0.21
H 2.58354 6.49271 2.95907 -0.18 0.09 0.18
H -0.79748 -0.73390 1.25653 0.00 0.22 0.97
H 4.36632 -9.36927 3.74751 -0.37 -0.33 0.50
H -2.16373 -0.82055 7.23013 -0.11 -0.22 -0.28
H 2.65591 -1.90981 -8.06073 0.41 -0.25 -0.33
H -8.31843 0.89249 2.80345 -0.35 0.25 -0.07
H 7.98337 1.04784 -1.20554 -0.21 -0.46 -0.29
H -5.15138 -0.50715 3.41760 -0.28 0.40 0.28
H -6.63357 3.24600 4.62051 0.20 0.32 0.86
H -5.31145 1.53660 5.24601 -0.42 -0.38 -0.63
H 0.96674 0.87170 -8.95529 0.17 1.04 0.05
H -3.77331 -1.21141 3.17701 0.36 -0.01 0.30
H 11.59669 -5.70575 0.61433 0.37 0.09 -0.56
H -10.58341 4.79155 0.72663 -0.17 0.66 -0.12
H 2.79121 -4.21722 4.37998 0.67 0.07 -0.06
H -4.24623 -1.30769 -2.05898 0.15 0.80 -0.09
H 0.85106 8.90924 -2.36092 0.40 -0.46 -0.31
H -6.05727 1.00731 -4.23861 0.24 -0.64 -0.43
H 11.85599 -4.35817 -1.57040 1.05 0.28 0.28
H 2.46519 3.35326 7.00771 -0.67 -0.18 -0.24
H 10.17442 -3.43734 -3.07204 -0.31 -0.46 0.33
H -2.51672 0.91566 7.23771 0.00 0.08 -0.78
H 1.66598 -2.91182 4.36162 0.31 0.59 0.17
H 3.12708 6.81283 5.28476 -0.27 0.08 -0.24
H 6.77998 -1.48049 -5.02693 0.41 0.03 -0.02
H 13.48213 -2.19450 1.54097 0.42 -0.23 -0.54
H 1.46366 -6.91278 -2.67192 -0.94 -0.76 -0.15
H -9.04434 4.97661 4.03391 -0.81 0.06 0.68
H 2.27689 -5.79942 -3.56292 0.37 -0.06 -0.85
```
Forces are in eV/Å.

Atom charges from the Löwdin analysis, given in e for atoms 1 to 2: atom 1 (O): -0.169, atom 2 (O): -0.158

Entry from the OMol25 dataset: a molecular structure, C4H5NO in a non-equilibrium geometry (the ωB97M-V functional and the def2-TZVPD basis).

total charge: 0
HOMO: -9.971 eV
electronic energy: -285.28385 Eh
frontier orbital gap: 10.61 eV
LUMO energy: 0.0236 Eh

The geometry in XYZ format:
```
11
Properties=species:S:1:pos:R:3:forces:R:3
O 0.10954 1.93591 0.00120 -0.68 -0.49 0.00
N -0.43594 -0.31160 0.04504 -0.87 -0.10 -0.13
C 0.38281 0.75087 0.01985 1.36 0.35 -0.06
C 2.87212 -0.18431 -0.01128 0.75 -0.37 0.12
C 1.77015 0.29192 -0.00542 0.75 -0.23 0.04
C -1.86819 -0.16827 -0.01213 -2.05 -0.08 -0.54
H 3.86768 -0.63586 0.02117 -0.97 0.54 -0.10
H -2.27871 0.04691 1.14428 0.58 -0.86 -3.32
H -2.21991 -1.36687 -0.56181 0.38 4.23 1.91
H -0.04680 -1.24878 0.08526 0.01 0.61 -0.04
H -2.15275 0.89007 -0.72615 0.74 -3.59 2.11
```
Forces are in eV/Å.

Atom charges from the Löwdin analysis, given in e for atoms 1 to 2: atom 1 (O): 0.066, atom 2 (N): -0.070

Among the records above, which one has the highest electronic energy? C4H5NO

What is the frontier orbital gap in the first record? 8.37 eV